Entry 1:
C4H8ClN3O2S | wB97M-V/def2-TZVPD

Cartesian coordinates (Å):
1 H -4.657 0.907 1.084
2 N -4.046 0.725 0.250
3 C -2.853 0.234 0.409
4 C -1.992 0.177 -0.662
5 N -0.766 -0.165 -0.811
6 N 0.277 -0.456 -0.192
7 C 1.454 -0.304 -0.904
8 C 2.048 1.148 -0.865
9 S 1.033 -1.421 1.430
10 O 1.754 -2.539 0.941
11 O -0.068 -1.684 2.300
12 Cl 2.356 -0.156 2.335
13 H -2.430 0.035 1.405
14 H -2.279 0.597 -1.604
15 H 2.226 -0.955 -0.471
16 H 1.425 -0.691 -1.965
17 H 2.781 1.286 -1.605
18 H 1.163 1.770 -1.062
19 H 2.574 1.493 -0.013

Calculated values
- Frontier orbital gap: 7.43 eV
- Net charge: 0
- Multiplicity: 1
- HOMO: -9.003 eV
- Relative energy (zero: lowest compared OMol25 entry of this formula, charge and spin): 47.5 kcal per mole

---

Entry 2:
C4H8ClN4 | wB97M-V/def2-TZVPD

Cartesian coordinates (Å):
1 C -1.618 0.910 -1.167
2 C 0.055 -0.714 -1.821
3 C 0.462 -0.965 -0.414
4 C -0.587 1.285 0.521
5 N -1.178 0.029 -1.929
6 N -2.239 1.637 2.070
7 N -1.232 1.009 1.703
8 N 0.587 0.362 0.334
9 Cl -3.068 1.685 -1.172
10 H 0.772 -0.248 -2.461
11 H -0.090 -1.807 -2.372
12 H -0.335 -1.522 0.069
13 H 1.360 -1.491 -0.383
14 H -0.520 2.314 0.199
15 H -2.411 1.729 3.159
16 H 0.862 -0.003 1.241
17 H 1.474 0.656 -0.264

Calculated values
- Frontier orbital gap: 8.19 eV
- Net charge: +1
- Multiplicity: 1
- HOMO: -12.643 eV
- Relative energy (zero: lowest compared OMol25 entry of this formula, charge and spin): 136.3 kcal per mole

---

Entry 3:
C4H8ClNO | wB97M-V/def2-TZVPD

Cartesian coordinates (Å):
1 C -0.171 0.042 1.452
2 C 0.343 0.108 0.028
3 C 0.381 -1.190 -0.733
4 C -0.208 1.287 -0.742
5 Cl -1.988 1.177 -0.906
6 N 1.955 0.720 0.311
7 O 2.811 0.078 -0.192
8 H 0.156 0.923 2.002
9 H -1.258 0.017 1.453
10 H 0.202 -0.844 1.957
11 H -0.128 -1.980 -0.186
12 H 1.419 -1.497 -0.890
13 H -0.087 -1.084 -1.709
14 H 0.193 1.325 -1.756
15 H 0.004 2.222 -0.223

Calculated values
- Frontier orbital gap: 8.79 eV
- Net charge: 0
- Multiplicity: 1
- HOMO: -8.888 eV
- Relative energy (zero: lowest compared OMol25 entry of this formula, charge and spin): 53.0 kcal per mole

---

Entry 4:
C4H8ClNO | wB97M-V/def2-TZVPD

Cartesian coordinates (Å):
1 C 1.323 1.113 -0.520
2 C 0.298 1.927 0.201
3 C -0.179 0.543 0.550
4 C -1.204 -1.534 -0.372
5 N -1.139 -0.085 -0.160
6 O 0.394 -0.136 1.621
7 Cl -2.750 0.531 0.173
8 H 1.111 0.786 -1.455
9 H 2.287 0.720 -0.206
10 H 0.788 2.403 0.981
11 H -0.546 2.391 -0.254
12 H -0.313 -2.042 -0.289
13 H -1.753 -1.913 0.520
14 H -1.760 -1.817 -1.288
15 H 0.299 -1.060 1.656

Calculated values
- Frontier orbital gap: 8.14 eV
- Net charge: 0
- Multiplicity: 1
- HOMO: -7.511 eV
- Relative energy (zero: lowest compared OMol25 entry of this formula, charge and spin): 100.0 kcal per mole

---

Entry 5:
C4H8ClNO | wB97M-V/def2-TZVPD

Cartesian coordinates (Å):
1 H 2.097 -0.148 1.286
2 N 1.116 -0.036 1.492
3 C 0.271 -0.200 0.599
4 C -1.258 -0.153 0.827
5 C -1.967 0.836 -0.051
6 Cl -1.382 2.556 0.089
7 O 0.548 -0.501 -0.743
8 C 1.931 -0.647 -1.214
9 H -1.400 0.060 1.906
10 H -1.688 -1.106 0.676
11 H -1.953 0.546 -1.095
12 H -3.072 0.885 0.195
13 H 2.557 0.160 -0.904
14 H 2.342 -1.536 -0.729
15 H 1.859 -0.717 -2.333

Calculated values
- Frontier orbital gap: 11.02 eV
- Net charge: 0
- Multiplicity: 1
- HOMO: -10.160 eV
- Relative energy (zero: lowest compared OMol25 entry of this formula, charge and spin): 13.0 kcal per mole

---

Entry 6:
C4H8ClNSi | wB97M-V/def2-TZVPD

Cartesian coordinates (Å):
1 C 1.125 0.953 1.493
2 Si 1.680 -0.096 0.218
3 C 2.959 0.537 -0.992
4 Cl 1.279 -2.085 -0.057
5 H 0.227 0.676 2.135
6 H 1.525 1.958 1.673
7 H 2.879 0.373 -2.000
8 H 2.955 1.551 -0.720
9 H 3.876 0.068 -0.692
10 C -2.116 -0.780 -0.063
11 C -3.396 -0.483 -0.133
12 N -4.606 -0.280 -0.235
13 H -1.438 -0.355 -0.799
14 H -1.656 -1.150 0.849
15 H -5.292 -0.889 -0.676

Calculated values
- Frontier orbital gap: 8.72 eV
- Net charge: 0
- Multiplicity: 1
- HOMO: -8.329 eV
- Relative energy (zero: lowest compared OMol25 entry of this formula, charge and spin): 43.0 kcal per mole

---

Entry 7:
C4H8ClP | wB97M-V/def2-TZVPD

Cartesian coordinates (Å):
1 C 0.266 1.168 -0.940
2 C 0.651 1.239 0.310
3 C 1.868 0.667 0.919
4 Cl -0.248 2.270 1.448
5 H 0.802 0.589 -1.616
6 H -0.640 1.412 -1.412
7 H 2.319 -0.071 0.324
8 H 2.451 1.584 1.203
9 H 1.505 0.125 1.888
10 C -0.495 -2.340 -0.346
11 P -1.858 -2.490 0.580
12 H -0.316 -2.171 -1.398
13 H 0.443 -2.587 0.161
14 H -2.918 -2.409 -0.217

Calculated values
- Frontier orbital gap: 9.63 eV
- Net charge: 0
- Multiplicity: 1
- HOMO: -9.489 eV
- Relative energy (zero: lowest compared OMol25 entry of this formula, charge and spin): 35.3 kcal per mole

---

Entry 8:
C4H8F3NO | wB97M-V/def2-TZVPD

Cartesian coordinates (Å):
1 C -1.116 1.032 0.538
2 N 0.393 1.000 0.489
3 C 1.069 -0.261 0.241
4 C 0.584 -1.010 -1.009
5 O 1.017 -1.169 1.464
6 C 2.589 0.062 -0.040
7 F 2.818 0.921 -1.118
8 F 3.474 -0.985 -0.231
9 F 3.081 0.712 1.001
10 H -1.443 1.649 1.342
11 H -1.510 1.499 -0.418
12 H -1.548 -0.022 0.822
13 H 0.825 1.675 1.084
14 H -0.443 -0.639 -1.374
15 H 1.299 -0.894 -1.827
16 H 0.694 -2.128 -0.883
17 H 1.144 -0.696 2.221

Calculated values
- Frontier orbital gap: 10.34 eV
- Net charge: 0
- Multiplicity: 1
- HOMO: -9.566 eV
- Relative energy (zero: lowest compared OMol25 entry of this formula, charge and spin): 34.5 kcal per mole

---

Entry 9:
C4H8FIN | wB97M-V/def2-TZVPD

Cartesian coordinates (Å):
1 C -1.184 -1.620 -0.368
2 N -1.030 -0.204 0.189
3 C 0.210 0.325 0.821
4 C 0.637 1.666 0.288
5 C 1.484 0.596 -0.453
6 F 0.960 0.359 -1.666
7 I 3.420 -0.108 -0.126
8 H -2.096 -1.888 -0.733
9 H -0.326 -1.873 -0.965
10 H -0.951 -2.256 0.548
11 H -1.787 0.113 0.730
12 H -1.234 0.461 -0.533
13 H 0.468 -0.067 1.787
14 H 0.154 2.269 -0.507
15 H 1.276 2.227 0.989

Calculated values
- Frontier orbital gap: 9.62 eV
- Net charge: +1
- Multiplicity: 1
- HOMO: -12.938 eV
- Relative energy (zero: lowest compared OMol25 entry of this formula, charge and spin): 30.4 kcal per mole

---

Entry 10:
C4H8FIO | wB97M-V/def2-TZVPD

Cartesian coordinates (Å):
1 C -1.156 -1.028 -0.624
2 C 0.223 -0.893 0.064
3 O 0.935 -2.061 -0.083
4 C 1.170 0.324 -0.251
5 C 0.680 1.662 0.198
6 F 1.303 0.261 -1.719
7 I 3.290 -0.033 0.300
8 H -1.848 -0.244 -0.809
9 H -0.871 -1.585 -1.591
10 H -1.682 -1.733 0.152
11 H -0.146 -0.976 1.182
12 H 0.673 -2.598 -0.867
13 H 1.066 2.341 -0.513
14 H 0.948 1.748 1.199
15 H -0.379 1.660 0.128

Calculated values
- Frontier orbital gap: 9.78 eV
- Net charge: 0
- Multiplicity: 1
- HOMO: -9.347 eV
- Relative energy (zero: lowest compared OMol25 entry of this formula, charge and spin): 16.4 kcal per mole

---

Entry 11:
C4H8FN | wB97M-V/def2-TZVPD

Cartesian coordinates (Å):
1 C 1.193 -0.264 0.647
2 C 0.034 0.579 -0.178
3 C -1.511 0.633 0.071
4 C -2.313 -0.418 -0.179
5 H 2.085 -1.113 -0.888
6 H 3.151 -0.507 0.158
7 H 0.792 -1.339 0.878
8 H 1.365 0.370 1.514
9 H 0.326 1.778 -0.240
10 H 0.266 0.330 -1.346
11 H -1.992 1.966 0.296
12 H -2.063 -1.615 -0.587
13 N 2.329 -0.141 -0.275
14 F -3.661 -0.260 0.129

Calculated values
- Frontier orbital gap: 10.33 eV
- Net charge: 0
- Multiplicity: 1
- HOMO: -9.458 eV
- Relative energy (zero: lowest compared OMol25 entry of this formula, charge and spin): 100.2 kcal per mole

---

Entry 12:
C4H8FN | wB97M-V/def2-TZVPD

Cartesian coordinates (Å):
1 C -0.277 -2.852 -1.284
2 C -0.232 -1.959 -0.163
3 N -0.202 -1.236 0.723
4 H -1.278 -2.850 -1.713
5 H 0.441 -2.530 -2.037
6 H -0.027 -3.862 -0.958
7 C -0.295 2.284 0.737
8 C 0.990 1.821 1.397
9 F 2.017 2.705 1.144
10 H -0.651 3.210 1.186
11 H -0.139 2.451 -0.328
12 H -1.046 1.510 0.866
13 H 0.887 1.772 2.482
14 H 1.307 0.843 1.015

Calculated values
- Frontier orbital gap: 11.87 eV
- Net charge: 0
- Multiplicity: 1
- HOMO: -11.228 eV
- Relative energy (zero: lowest compared OMol25 entry of this formula, charge and spin): 4.2 kcal per mole

---

Entry 13:
C4H8FN | wB97M-V/def2-TZVPD

Cartesian coordinates (Å):
1 F -2.032 -2.182 0.583
2 C -0.679 -1.601 0.413
3 C -0.789 -0.053 0.243
4 C 0.572 0.548 0.241
5 C 1.096 0.932 -1.037
6 N 0.947 1.827 -0.026
7 H -0.179 -1.886 1.381
8 H -0.097 -2.075 -0.283
9 H -1.172 0.401 1.211
10 H -1.301 0.482 -0.673
11 H 1.322 -0.062 0.891
12 H 2.026 0.560 -1.321
13 H 0.343 0.692 -1.806
14 H -0.056 2.417 0.183

Calculated values
- Frontier orbital gap: 10.70 eV
- Net charge: 0
- Multiplicity: 1
- HOMO: -9.641 eV
- Relative energy (zero: lowest compared OMol25 entry of this formula, charge and spin): 75.3 kcal per mole

---

Entry 14:
C4H8FNO4 | wB97M-V/def2-TZVPD

Cartesian coordinates (Å):
1 C 2.479 -1.163 -0.155
2 O 1.849 -0.478 0.904
3 C 1.518 0.849 0.601
4 C 0.203 0.952 -0.149
5 F -0.019 2.288 -0.466
6 O -0.804 0.490 0.665
7 C -2.047 0.355 0.034
8 O -2.793 -0.581 0.777
9 N -3.319 -1.602 -0.116
10 O -4.449 -1.453 -0.323
11 H 3.347 -0.612 -0.527
12 H 2.828 -2.115 0.237
13 H 1.797 -1.369 -0.984
14 H 1.384 1.383 1.541
15 H 2.303 1.357 0.036
16 H 0.219 0.401 -1.096
17 H -1.914 -0.005 -0.994
18 H -2.582 1.303 0.016

Calculated values
- Frontier orbital gap: 9.83 eV
- Net charge: 0
- Multiplicity: 1
- HOMO: -10.262 eV
- Relative energy (zero: lowest compared OMol25 entry of this formula, charge and spin): 118.4 kcal per mole

---

Entry 15:
C4H8I2O8S2Ti | wB97M-V/def2-TZVPD

Cartesian coordinates (Å):
1 Ti -2.951 2.679 -0.040
2 I -3.017 5.227 -1.462
3 I -4.975 1.137 1.502
4 C -1.627 -3.632 -0.253
5 C -0.600 -3.274 -1.285
6 O -0.436 -1.824 -1.310
7 S -1.215 -1.044 -0.105
8 O -1.899 0.154 -0.639
9 O -0.324 -0.871 1.046
10 O -2.218 -2.387 0.193
11 H -1.045 -4.217 0.459
12 H -2.535 -4.167 -0.532
13 H -0.904 -3.481 -2.311
14 H 0.327 -3.843 -1.214
15 C 2.786 1.535 1.370
16 C 2.812 0.939 -0.027
17 O 1.616 1.498 -0.605
18 S 0.910 2.764 0.260
19 O -0.503 2.392 0.491
20 O 1.223 4.036 -0.288
21 O 1.741 2.423 1.608
22 H 3.718 2.030 1.645
23 H 2.674 0.863 2.221
24 H 2.744 -0.145 -0.121
25 H 3.696 1.209 -0.604

Calculated values
- Frontier orbital gap (spin up / spin down): 3.36 / 6.46 eV
- Net charge: -1
- Multiplicity: 4
- HOMO (spin up / spin down): -1.435 / -4.552 eV

---

Entry 16:
C4H8IN2 | wB97M-V/def2-TZVPD

Cartesian coordinates (Å):
1 C -0.092 -2.206 0.439
2 C 1.216 2.302 -0.465
3 C -0.417 -0.972 -0.551
4 C -0.966 0.293 0.127
5 N -0.137 0.848 2.301
6 N -0.490 0.715 1.236
7 I -2.011 1.891 -0.824
8 H -0.803 -2.353 1.238
9 H -0.292 -3.184 -0.141
10 H 0.938 -2.191 0.719
11 H 0.979 1.294 -0.714
12 H 1.605 2.932 -1.244
13 H 1.183 2.676 0.497
14 H 0.413 -0.683 -1.342
15 H -1.126 -1.361 -1.276

Calculated values
- Frontier orbital gap (spin up / spin down): 4.84 / 8.62 eV
- Net charge: +1
- Multiplicity: 1
- HOMO (spin up / spin down): -12.606 / -14.486 eV
- Relative energy (zero: lowest compared OMol25 entry of this formula, charge and spin): 150.2 kcal per mole

---

no.,F_max (eV/A)
1,5.1
2,5.4
3,2.0
4,4.5
5,2.5
6,3.0
7,3.5
8,5.8
9,6.0
10,3.4
11,5.5
12,0.8
13,8.8
14,0.7
15,3.8
16,4.0